1.
Computed, not measured: a cluster of 2 separate species, C12H17N in total, with wB97M-V/def2-TZVPD.

```
! RIJCOSX wB97M-V def2-TZVPD def2/J DEFGRID3
* xyz 0 1
C -1.356 -1.913 -2.879
C -0.651 -1.093 -1.894
C -0.594 0.274 -1.861
N 0.128 0.701 -0.754
C 0.456 -0.383 0.020
C 1.122 -0.563 1.267
C 1.246 -1.889 1.740
C 0.936 -3.000 0.973
C 0.195 -2.810 -0.192
C 0.034 -1.528 -0.704
H -0.903 -1.932 -3.895
H -2.387 -1.688 -3.155
H -1.339 -3.020 -2.748
H -0.897 0.895 -2.691
H 0.042 1.614 -0.323
H 1.430 0.271 1.867
H 1.684 -1.918 2.727
H 1.034 -3.999 1.403
H -0.158 -3.696 -0.702
C -0.805 2.335 2.074
C -0.014 3.625 1.698
C -0.031 3.998 0.216
H -1.670 2.501 2.713
H -0.128 1.634 2.619
H -1.231 1.740 1.258
H -0.341 4.518 2.216
H 0.933 3.298 2.094
H 0.836 3.684 -0.426
H -0.920 3.604 -0.270
H 0.029 5.031 -0.169
*
```

Lowest unoccupied orbital energy   0.93 eV
Structure (SMILES)   Cc1c[nH]c2ccccc12.CCC
HOMO-LUMO gap   8.65 eV

2.
Computed, not measured: a cluster of 2 separate species, C12H17N in total, with wB97M-V/def2-TZVPD.

```
! RIJCOSX wB97M-V def2-TZVPD def2/J DEFGRID3
* xyz 0 1
C 0.579 1.088 3.424
C 0.650 -0.076 2.478
C 1.612 -1.039 2.491
N 1.205 -2.139 1.750
C 0.084 -1.763 1.022
C -0.569 -2.402 -0.022
C -1.780 -1.856 -0.429
C -2.238 -0.641 0.097
C -1.588 -0.017 1.138
C -0.338 -0.519 1.535
H 1.568 1.524 3.523
H 0.320 0.747 4.433
H -0.162 1.813 3.115
H 2.485 -1.123 3.122
H 1.839 -2.765 1.274
H -0.154 -3.260 -0.537
H -2.281 -2.281 -1.287
H -3.046 -0.206 -0.477
H -1.905 0.926 1.559
C -0.901 1.215 -3.029
C 0.618 0.913 -2.987
C 1.304 1.560 -1.802
H -1.079 2.151 -2.502
H -1.235 1.379 -4.050
H -1.452 0.436 -2.500
H 1.047 1.307 -3.906
H 0.777 -0.162 -2.968
H 2.347 1.220 -1.791
H 0.953 1.324 -0.795
H 1.341 2.647 -1.878
*
```

Lowest unoccupied orbital energy   0.91 eV
Structure (SMILES)   Cc1c[nH]c2ccccc12.CCC
HOMO-LUMO gap   8.83 eV

The structure with the least stability is 1.

1.
Computed, not measured: a cluster of 2 separate species, C4H9FOS in total, with wB97M-V/def2-TZVPD.

```
! RIJCOSX wB97M-V def2-TZVPD def2/J DEFGRID3
* xyz 0 1
C 1.374 1.383 2.612
C 2.323 0.610 2.160
F 2.121 -0.723 2.213
H 0.461 0.778 2.779
H 1.599 2.395 2.708
H 3.338 0.676 2.005
C -0.739 -1.230 -2.408
C -1.373 -1.121 -1.037
S -0.546 0.219 -0.073
O -1.290 1.477 -0.972
H -1.365 -1.721 -3.102
H -0.545 -0.277 -2.779
H 0.097 -1.942 -2.304
H -1.461 -2.041 -0.380
H -2.356 -0.680 -1.057
H -1.638 2.198 -0.366
*
```

Lowest unoccupied orbital energy   0.60 eV
Structure (SMILES)   C=CF.CCSO
HOMO-LUMO gap   9.08 eV

2.
Computed, not measured: a cluster of 3 separate species, C4H9FOS in total, with wB97M-V/def2-TZVPD.

```
! RIJCOSX wB97M-V def2-TZVPD def2/J DEFGRID3
* xyz 0 1
C -3.782 1.224 0.698
C -2.977 0.244 0.310
C -3.215 -0.676 -0.815
F -1.741 0.087 0.895
H -4.554 1.297 -0.017
H -3.674 1.806 1.606
H -4.080 -1.161 -0.425
H -2.405 -1.434 -0.961
H -3.609 -0.066 -1.724
C 4.140 -1.856 0.126
S 2.653 -1.762 0.718
H 5.110 -1.535 0.514
H 4.293 -2.463 -0.705
O 2.152 2.256 0.640
H 1.840 1.937 1.421
H 1.853 1.736 -0.082
*
```

Lowest unoccupied orbital energy   -0.48 eV
Structure (SMILES)   C=C(C)F.C=S.O
HOMO-LUMO gap   8.49 eV

The structure with the least stability is 2.

1.
Computed, not measured: a cluster of 3 separate species, C3H12N2O in total, with wB97M-V/def2-TZVPD.

```
! RIJCOSX wB97M-V def2-TZVPD def2/J DEFGRID3
* xyz 0 1
C 2.767 -3.499 0.787
C 1.664 -2.758 1.019
H 3.412 -3.758 1.614
H 2.950 -4.042 -0.100
H 1.093 -2.764 1.964
H 1.148 -2.205 0.090
N -0.716 1.280 0.357
C -2.090 1.413 0.825
O -2.752 2.700 0.777
H -0.214 0.465 0.685
H -0.659 1.183 -0.669
H -2.164 1.221 1.950
H -2.879 0.842 0.367
H -1.956 3.250 0.453
N 1.114 0.389 -3.115
H 1.811 -0.132 -3.583
H 1.114 1.442 -3.303
H 1.524 0.283 -2.163
*
```

Lowest unoccupied orbital energy   0.63 eV
Structure (SMILES)   C=C.NCO.N
HOMO-LUMO gap   10.30 eV

2.
Computed, not measured: a cluster of 2 separate species, C3H12N2O in total, with wB97M-V/def2-TZVPD.

```
! RIJCOSX wB97M-V def2-TZVPD def2/J DEFGRID3
* xyz 0 1
C -1.355 1.451 0.586
N -2.250 1.306 1.716
O -1.064 0.250 -0.106
H -0.113 -0.039 -1.399
H -3.106 0.851 1.418
H -1.827 0.711 2.421
H -0.429 1.910 0.959
H -1.814 2.148 -0.121
C 1.793 -0.921 -0.622
C 1.169 -0.932 0.687
N 0.636 -0.640 -1.854
H 0.193 -1.521 -2.106
H 1.028 -0.216 -2.692
H 2.468 -0.088 -0.815
H 2.229 -1.847 -0.998
H 1.062 -1.917 1.136
H 1.596 -0.210 1.379
H -0.214 -0.295 0.411
*
```

Lowest unoccupied orbital energy   0.62 eV
HOMO-LUMO gap   7.81 eV

The structure with the least stability is 1.

1.
Computed, not measured: a cluster of 2 separate species, C3H12N2O in total, with wB97M-V/def2-TZVPD.

```
! RIJCOSX wB97M-V def2-TZVPD def2/J DEFGRID3
* xyz 0 1
C 0.730 2.722 0.161
C 1.288 1.836 -0.975
O 0.326 0.845 -1.382
H -0.298 2.384 0.469
H 0.649 3.774 -0.074
H 1.398 2.704 1.042
H 1.329 2.592 -1.774
H 2.302 1.448 -0.788
H -0.099 0.707 -0.526
N 0.368 -2.578 0.331
C -1.040 -2.208 0.035
N -1.854 -1.762 1.111
H 0.740 -2.090 1.144
H 0.918 -2.096 -0.382
H -1.455 -3.139 -0.458
H -0.883 -1.546 -0.832
H -2.788 -2.007 0.831
H -1.631 -1.586 2.067
*
```

Lowest unoccupied orbital energy   0.86 eV
Structure (SMILES)   CCO.NCN
HOMO-LUMO gap   9.36 eV

2.
Computed, not measured: a cluster of 2 separate species, C3H12N2O in total, with wB97M-V/def2-TZVPD.

```
! RIJCOSX wB97M-V def2-TZVPD def2/J DEFGRID3
* xyz 0 1
N 1.523 0.198 2.057
C 0.428 -0.194 1.193
C 0.027 0.967 0.272
C -0.582 0.570 -1.050
N -1.459 1.653 -1.541
H 2.326 0.542 1.545
H 1.793 -0.531 2.702
H 0.543 -1.193 0.742
H -0.421 -0.413 1.840
H 0.897 1.607 0.127
H -0.668 1.562 0.848
H 0.197 0.493 -1.804
H -1.091 -0.398 -1.021
H -2.286 1.722 -0.957
H -1.792 1.444 -2.478
O 0.016 -2.940 -1.090
H 0.407 -2.064 -1.248
H 0.142 -3.026 -0.136
*
```

Lowest unoccupied orbital energy   0.82 eV
Structure (SMILES)   NCCCN.O
HOMO-LUMO gap   10.08 eV

3.
Computed, not measured: a cluster of 2 separate species, C3H12N2O in total, with wB97M-V/def2-TZVPD.

```
! RIJCOSX wB97M-V def2-TZVPD def2/J DEFGRID3
* xyz 0 1
C -0.408 4.243 -1.975
C 0.009 2.839 -2.143
O -0.344 1.930 -1.149
H -1.359 4.215 -2.479
H 0.142 5.011 -2.612
H -0.455 4.643 -0.928
H -0.280 2.412 -3.182
H 1.085 2.732 -1.986
H -0.941 1.358 -1.638
N 1.364 -3.570 2.284
C 0.397 -2.477 1.900
N -0.890 -2.975 1.329
H 1.856 -3.997 1.389
H 0.714 -4.141 2.852
H 1.197 -1.936 1.318
H 0.147 -2.058 2.868
H -1.776 -2.244 1.283
H -0.890 -3.254 0.317
*
```

Lowest unoccupied orbital energy   0.71 eV
Structure (SMILES)   CCO.NCN
HOMO-LUMO gap   10.07 eV

The structure with the least stability is 3.